No. 1
2 unconnected molecules or ions with the total composition C2H9OS in a non-equilibrium geometry. Source: the OMol25 dataset; level of theory: ωB97M-V with the def2-TZVPD basis set.

The geometry in ORCA input format:
```
! wB97M-V def2-TZVPD RIJCOSX def2/J DEFGRID3
* xyz 1 1
O -1.637 -1.201 1.988
H -2.532 -1.517 1.800
H -1.219 -1.553 2.790
H -0.231 -0.028 0.963
C -0.862 0.080 -1.234
S 0.288 0.774 -0.022
C 2.103 0.915 -0.379
H -0.902 0.717 -2.113
H -1.738 -0.294 -0.712
H -0.461 -0.849 -1.671
H 2.315 0.406 -1.318
H 2.242 1.973 -0.593
H 2.634 0.577 0.503
*
```

The largest force on an atom comes out at 2.90 eV Å⁻¹. The value obtained for the energy above the lowest of the compared OMol25 structures with the same formula, charge and spin is 101.1 kJ/mol. The value obtained for the gap between HOMO and LUMO is 12.210 eV. Its HOMO energy is -0.5733 Eh.

These are the Mulliken partial charges, in e, on atoms 1 to 5:
1. O -0.617
2. H 0.312
3. H 0.310
4. H 0.278
5. C -0.836


No. 2
A molecular structure, C2HBr2OS in a non-equilibrium geometry. Source: the OMol25 dataset; level of theory: ωB97M-V with the def2-TZVPD basis set.

The geometry in ORCA input format:
```
! wB97M-V def2-TZVPD RIJCOSX def2/J DEFGRID3
* xyz -1 1
C -0.469 1.177 1.727
C -0.125 -0.698 -0.947
O -0.147 0.990 2.832
S -0.892 1.314 0.222
Br 0.132 -2.455 -1.877
Br 1.688 -0.350 -0.122
H -0.189 0.022 -1.836
*
```

The largest force on an atom comes out at 2.25 eV Å⁻¹. The value obtained for the energy above the lowest of the compared OMol25 structures with the same formula, charge and spin is 185.7 kJ/mol. The value obtained for the gap between HOMO and LUMO is 6.243 eV. Its HOMO energy is -0.1065 Eh.

These are the Mulliken partial charges, in e, on atoms 1 to 5:
1. C 0.644
2. C -0.398
3. O -0.419
4. S -0.281
5. Br -0.386


Repeat the first record exactly.
2 unconnected molecules or ions with the total composition C2H9OS in a non-equilibrium geometry. Source: the OMol25 dataset; level of theory: ωB97M-V with the def2-TZVPD basis set.

The geometry in ORCA input format:
```
! wB97M-V def2-TZVPD RIJCOSX def2/J DEFGRID3
* xyz 1 1
O -1.637 -1.201 1.988
H -2.532 -1.517 1.800
H -1.219 -1.553 2.790
H -0.231 -0.028 0.963
C -0.862 0.080 -1.234
S 0.288 0.774 -0.022
C 2.103 0.915 -0.379
H -0.902 0.717 -2.113
H -1.738 -0.294 -0.712
H -0.461 -0.849 -1.671
H 2.315 0.406 -1.318
H 2.242 1.973 -0.593
H 2.634 0.577 0.503
*
```

The largest force on an atom comes out at 2.90 eV Å⁻¹. The value obtained for the energy above the lowest of the compared OMol25 structures with the same formula, charge and spin is 101.1 kJ/mol. The value obtained for the gap between HOMO and LUMO is 12.210 eV. Its HOMO energy is -0.5733 Eh.

These are the Mulliken partial charges, in e, on atoms 1 to 5:
1. O -0.617
2. H 0.312
3. H 0.310
4. H 0.278
5. C -0.836